# 1
C18H38NO2P2Pm as an isolated structure at a distorted geometry, computed with ωB97M-V/def2-TZVPD.

Element x y z (Å)
Pm1 1.174 0.014 0.073
P1 -0.125 2.461 0.386
P2 -0.049 -2.430 -0.501
N1 -0.080 0.411 -2.234
C1 -0.455 2.845 -1.395
H1 -1.226 3.639 -1.476
H2 0.448 3.275 -1.860
C2 -0.878 1.725 -2.373
H3 -1.978 1.540 -2.353
H4 -0.638 2.065 -3.404
C3 -0.858 -0.828 -2.849
H5 -0.601 -0.767 -3.933
H6 -1.969 -0.666 -2.769
C4 -0.375 -2.192 -2.311
H7 0.545 -2.381 -2.887
H8 -1.127 -2.918 -2.679
C5 -1.423 -3.601 -0.074
C6 -1.612 -3.670 1.456
H9 -2.478 -4.309 1.699
H10 -1.806 -2.682 1.880
H11 -0.735 -4.101 1.964
C7 1.526 -3.552 -0.569
C8 1.861 -4.078 0.824
H12 2.831 -4.591 0.811
H13 1.131 -4.809 1.190
H14 1.945 -3.293 1.584
C9 1.435 3.550 0.722
C10 1.761 3.563 2.214
H15 2.719 4.070 2.383
H16 1.866 2.564 2.651
H17 1.014 4.103 2.808
C11 -1.517 3.358 1.200
C12 -1.692 2.877 2.656
H18 -2.573 3.371 3.102
H19 -0.819 3.125 3.283
H20 -1.860 1.797 2.703
C13 -1.314 -0.183 0.927
O1 -2.464 -0.227 1.086
C14 1.593 -4.667 -1.612
H21 0.934 -5.509 -1.377
H22 1.367 -4.322 -2.621
H23 2.616 -5.073 -1.635
C15 1.471 4.961 0.139
H24 2.482 5.376 0.269
H25 1.253 4.990 -0.928
H26 0.791 5.651 0.648
C16 -1.578 4.897 1.154
H27 -2.568 5.229 1.512
H28 -0.843 5.364 1.824
H29 -1.459 5.300 0.148
C17 -1.452 -5.031 -0.656
H30 -0.705 -5.687 -0.187
H31 -2.432 -5.493 -0.448
H32 -1.322 -5.052 -1.736
H33 -2.312 -3.076 -0.478
H34 -2.392 2.983 0.633
H35 2.309 -2.816 -0.835
H36 2.231 2.968 0.217
H37 0.513 0.568 -3.063
H38 3.375 0.106 0.362
O2 3.729 -0.422 2.705
C18 2.793 -0.319 2.027

Max |F|: 4.9 eV/Å
E_LUMO (alpha / beta): -7.44 / -7.27 eV
HOMO-LUMO gap (alpha / beta): 7.6 / 7.7 eV
Net charge: +2
Multiplicity: 5
HOMO (alpha / beta): -15.0695 / -15.0174 eV

=====

# 2
A 2-piece molecular cluster, C3H4F3NO overall at a distorted geometry, computed with ωB97M-V/def2-TZVPD.

Element x y z (Å)
C1 0.739 0.722 -1.312
C2 -1.167 -0.926 0.726
C3 1.473 0.734 -0.022
N1 -1.251 -0.342 -0.616
O1 -1.977 -0.837 -1.417
F1 2.009 -0.401 0.331
F2 2.428 1.610 -0.213
F3 0.752 1.202 1.072
H1 0.171 1.707 -1.428
H2 -2.079 -1.467 0.871
H3 -0.343 -1.653 0.491
H4 -0.754 -0.350 1.516

ΔE to the lowest compared entry with this formula, charge and spin: 5.994 eV
Max |F|: 2.8 eV/Å
E_LUMO: -1.14 eV
HOMO-LUMO gap: 8.2 eV
Net charge: 0
HOMO: -9.3654 eV

=====

# 3
One molecule with the formula C5H4O2, computed with ωB97M-V/def2-TZVPD.

Element x y z (Å)
O1 -0.554 2.043 0.887
C1 -0.314 0.955 0.432
C2 -1.285 -0.152 0.029
C3 -0.314 -1.259 -0.311
C4 1.023 -0.956 -0.420
C5 1.044 0.362 0.034
O2 2.135 1.080 0.049
H1 -1.973 -0.415 0.842
H2 -1.893 0.165 -0.827
H3 -0.678 -2.281 -0.413
H4 2.808 0.456 -0.301

ΔE to the lowest compared entry with this formula, charge and spin: 3.200 eV
Max |F|: 0.8 eV/Å
E_LUMO (alpha / beta): -1.42 / -1.42 eV
HOMO-LUMO gap (alpha / beta): 7.1 / 7.1 eV
Net charge: 0
HOMO (alpha / beta): -8.5043 / -8.5034 eV
SMILES: O=C1CC=C=C1O

=====

# 4
C24H24N4O2ReS3Sb as an isolated structure at a distorted geometry, computed with ωB97M-V/def2-TZVPD.

Element x y z (Å)
Re1 0.240 -0.001 0.211
S1 -3.630 -0.509 -1.187
Sb1 -3.831 -1.313 0.891
S2 -0.198 -1.424 2.047
S3 -1.675 -0.081 1.863
C1 13.035 -2.006 -4.167
O1 12.060 -2.987 -3.879
C2 10.840 -2.641 -3.498
C3 10.383 -1.322 -3.318
C4 9.092 -1.096 -2.912
C5 8.203 -2.157 -2.666
C6 8.661 -3.473 -2.851
C7 9.947 -3.710 -3.260
C8 6.865 -1.843 -2.245
N1 6.388 -0.613 -2.165
C9 5.113 -0.722 -1.757
C10 4.777 -2.081 -1.576
N2 5.909 -2.765 -1.891
C11 3.482 -2.501 -1.184
C12 3.028 -3.820 -1.062
C13 1.710 -4.033 -0.716
C14 0.869 -2.956 -0.453
N3 1.280 -1.686 -0.483
C15 2.559 -1.461 -0.898
C16 2.894 -0.091 -1.071
N4 1.885 0.790 -0.815
C17 2.123 2.078 -1.096
C18 3.349 2.551 -1.548
C19 4.397 1.675 -1.755
C20 4.164 0.316 -1.538
H1 13.922 -2.557 -4.469
H2 13.258 -1.403 -3.284
H3 12.711 -1.356 -4.982
H4 11.039 -0.483 -3.493
H5 8.726 -0.092 -2.771
H6 8.010 -4.319 -2.688
H7 10.320 -4.711 -3.412
H8 6.044 -3.761 -1.858
H9 3.686 -4.651 -1.256
H10 1.322 -5.035 -0.629
H11 -0.163 -3.141 -0.189
H12 1.311 2.781 -0.973
H13 3.473 3.608 -1.726
H14 5.369 2.003 -2.088
C21 -1.260 3.529 -1.626
C22 -1.604 2.440 -0.622
O2 -0.470 2.068 0.179
C23 -0.229 2.930 1.303
C24 1.031 2.503 2.035
H15 -2.166 3.841 -2.133
H16 -0.566 3.157 -2.375
H17 -0.829 4.399 -1.138
H18 -1.918 1.537 -1.161
H19 -2.420 2.760 0.038
H20 -1.097 2.870 1.971
H21 -0.133 3.963 0.957
H22 1.023 1.429 2.238
H23 1.083 3.012 2.991
H24 1.926 2.744 1.469

Max |F|: 2.6 eV/Å
E_LUMO: -7.74 eV
HOMO-LUMO gap: 4.1 eV
Net charge: +2
HOMO: -11.8344 eV

=====

# 5
An isolated ion of composition FN2 and charge +1 at a distorted geometry, computed with ωB97M-V/def2-TZVPD.

Element x y z (Å)
N1 -1.133 0.049 -0.014
N2 -0.033 -0.075 0.027
F1 1.166 0.026 -0.013

ΔE to the lowest compared entry with this formula, charge and spin: 0.000 eV
Max |F|: 4.4 eV/Å
E_LUMO: -8.28 eV
HOMO-LUMO gap: 15.7 eV
Net charge: +1
HOMO: -23.9659 eV
SMILES: N#[N+]F

=====

# 6
A 2-piece molecular cluster, C6H15N overall, computed with ωB97M-V/def2-TZVPD.

Element x y z (Å)
C1 1.902 2.034 -1.515
C2 0.914 1.019 -1.002
C3 1.236 -0.427 -0.980
N1 0.332 0.117 -1.963
C4 -1.068 -0.199 -1.848
H1 2.601 2.312 -0.728
H2 2.455 1.616 -2.351
H3 1.384 2.929 -1.852
H4 0.267 1.383 -0.203
H5 2.187 -0.765 -1.368
H6 0.833 -1.035 -0.177
H7 -1.248 -1.165 -2.321
H8 -1.420 -0.244 -0.807
H9 -1.641 0.562 -2.379
C5 -1.648 -1.423 2.114
C6 -0.535 -0.611 2.759
H10 -2.435 -0.770 1.743
H11 -1.266 -2.008 1.279
H12 -2.087 -2.109 2.834
H13 -0.920 -0.033 3.596
H14 -0.094 0.080 2.043
H15 0.252 -1.265 3.128

ΔE to the lowest compared entry with this formula, charge and spin: 1.636 eV
Max |F|: 0.5 eV/Å
E_LUMO: 1.10 eV
HOMO-LUMO gap: 10.1 eV
Net charge: 0
HOMO: -8.9754 eV
SMILES: C[C@@H]1CN1C.CC

=====

# 7
A 9-piece molecular cluster, C38H99N5O12 overall at a distorted geometry, computed with ωB97M-V/def2-TZVPD.

Element x y z (Å)
C1 8.667 3.665 -2.328
O1 7.289 3.629 -2.534
C2 6.552 4.017 -1.385
C3 5.112 4.175 -1.780
C4 4.964 5.272 -2.828
N1 4.313 4.523 -0.613
H1 8.964 3.327 -1.323
H2 9.068 4.681 -2.432
H3 9.144 2.981 -3.028
H4 6.694 3.228 -0.628
H5 6.976 4.933 -0.948
H6 4.766 3.261 -2.287
H7 5.243 6.253 -2.430
H8 3.918 5.362 -3.132
H9 5.568 5.034 -3.702
H10 4.408 3.831 0.126
H11 3.317 4.521 -0.862
C5 8.689 2.921 1.709
O2 7.594 2.976 2.583
C6 7.391 1.782 3.301
C7 6.323 2.006 4.349
C8 6.641 3.242 5.191
N2 6.287 0.783 5.182
H12 9.617 2.660 2.229
H13 8.767 3.921 1.279
H14 8.514 2.216 0.885
H15 7.129 0.957 2.625
H16 8.326 1.483 3.805
H17 5.338 2.087 3.884
H18 6.738 4.128 4.561
H19 7.573 3.089 5.736
H20 5.825 3.452 5.887
H21 6.926 0.911 5.966
H22 5.396 0.747 5.675
C9 7.313 11.302 -2.300
O3 6.309 11.568 -1.360
C10 6.252 10.547 -0.394
C11 5.089 10.709 0.553
N3 5.334 11.608 1.676
C12 5.502 13.004 1.332
C13 5.699 13.891 2.541
O4 6.785 13.412 3.306
C14 7.011 14.176 4.464
H23 8.281 11.141 -1.801
H24 7.401 12.137 -2.992
H25 7.096 10.395 -2.882
H26 7.187 10.567 0.191
H27 6.211 9.543 -0.844
H28 4.922 9.719 0.988
H29 4.148 10.938 0.043
H30 6.039 11.215 2.292
H31 4.672 13.356 0.723
H32 6.438 13.115 0.757
H33 4.796 13.955 3.163
H34 5.910 14.892 2.130
H35 7.564 13.549 5.163
H36 6.089 14.522 4.938
H37 7.645 15.043 4.234
C15 1.338 4.136 -5.355
O5 0.703 4.103 -4.101
C16 1.255 3.142 -3.212
C17 0.895 3.553 -1.808
N4 1.483 4.853 -1.508
C18 1.058 5.391 -0.206
C19 1.260 6.883 -0.187
O6 0.372 7.502 -1.092
C20 0.504 8.896 -1.082
H38 1.120 3.237 -5.943
H39 2.422 4.243 -5.231
H40 0.950 5.004 -5.883
H41 2.351 3.186 -3.319
H42 0.918 2.132 -3.468
H43 1.295 2.785 -1.133
H44 -0.197 3.540 -1.665
H45 1.058 5.461 -2.210
H46 1.729 4.998 0.565
H47 0.009 5.130 -0.021
H48 2.299 7.157 -0.413
H49 1.050 7.238 0.833
H50 -0.282 9.334 -1.696
H51 1.481 9.242 -1.440
H52 0.353 9.316 -0.074
C21 6.147 9.988 4.606
O7 7.094 10.412 3.644
C22 8.365 10.607 4.210
C23 9.367 10.850 3.108
N5 9.440 9.727 2.189
C24 10.286 10.007 1.039
C25 10.161 8.875 0.034
O8 8.848 8.881 -0.417
C26 8.610 7.911 -1.414
H53 5.973 10.768 5.355
H54 6.474 9.064 5.101
H55 5.211 9.780 4.092
H56 8.633 9.723 4.805
H57 8.394 11.486 4.868
H58 10.351 11.047 3.545
H59 9.056 11.784 2.607
H60 8.509 9.553 1.824
H61 11.321 10.119 1.373
H62 10.000 10.939 0.525
H63 10.413 7.947 0.571
H64 10.913 9.037 -0.751
H65 7.553 7.885 -1.673
H66 8.776 6.903 -0.985
H67 9.271 8.047 -2.272
C27 4.957 5.503 2.527
C28 5.595 6.814 2.113
C29 7.104 6.769 2.134
O9 5.108 7.251 0.844
H68 3.876 5.599 2.371
H69 5.112 5.247 3.575
H70 5.249 4.637 1.929
H71 5.205 7.571 2.806
H72 7.450 6.022 1.413
H73 7.486 6.550 3.133
H74 7.530 7.726 1.848
H75 4.814 6.527 0.265
C30 0.911 5.871 3.408
C31 1.123 6.038 4.906
C32 2.513 5.676 5.336
O10 0.911 7.415 5.248
H76 0.955 4.842 3.043
H77 1.739 6.369 2.885
H78 0.011 6.353 3.018
H79 0.349 5.466 5.432
H80 3.261 6.415 5.054
H81 2.797 4.661 5.068
H82 2.528 5.710 6.434
H83 -0.025 7.629 5.214
C33 2.468 9.483 2.910
C34 1.908 10.889 2.940
C35 0.760 11.020 3.901
O11 2.916 11.822 3.327
H84 1.705 8.714 2.794
H85 2.953 9.283 3.870
H86 3.232 9.442 2.133
H87 1.585 11.187 1.929
H88 1.095 10.722 4.902
H89 -0.045 10.342 3.616
H90 0.423 12.050 4.013
H91 3.752 11.673 2.840
C36 11.479 5.529 3.658
C37 10.483 6.666 3.636
C38 9.716 6.742 4.947
O12 11.270 7.858 3.512
H92 10.967 4.558 3.650
H93 12.130 5.572 4.528
H94 12.046 5.532 2.725
H95 9.808 6.562 2.782
H96 9.320 5.767 5.248
H97 8.903 7.469 4.918
H98 10.423 7.031 5.728
H99 10.713 8.593 3.186

ΔE to the lowest compared entry with this formula, charge and spin: 0.000 eV
Max |F|: 1.6 eV/Å
E_LUMO: 0.50 eV
HOMO-LUMO gap: 8.8 eV
Net charge: 0
HOMO: -8.2541 eV
SMILES: COC[C@H](C)N.COC[C@H](C)N.COCCNCCOC.COCCNCCOC.COCCNCCOC.CC(C)O.CC(C)O.CC(C)O.CC(C)O

=====

# 8
A 13-piece molecular cluster, C12H48N24O16S overall at a distorted geometry, computed with ωB97M-V/def2-TZVPD.

Element x y z (Å)
S1 0.194 0.354 -0.468
O1 1.314 0.085 -1.355
O2 -0.894 -0.552 -0.925
O3 0.517 0.110 0.955
O4 -0.176 1.775 -0.579
C1 0.213 4.267 3.790
O5 0.517 5.167 4.547
N1 0.175 2.985 4.114
N2 -0.089 4.519 2.563
H1 0.387 2.676 5.052
H2 0.028 2.368 3.328
H3 -0.150 5.483 2.270
H4 -0.282 3.799 1.881
C2 4.406 -1.017 3.228
O6 5.477 -1.358 3.706
N3 3.855 -1.688 2.240
N4 3.692 -0.024 3.589
H5 2.923 -1.437 1.941
H6 4.249 -2.532 1.850
H7 4.082 0.619 4.263
H8 2.892 0.185 3.009
C3 0.391 1.492 -5.543
O7 0.305 1.881 -6.671
N5 -0.089 2.140 -4.615
N6 0.936 0.369 -5.132
H9 0.023 1.969 -3.626
H10 -0.419 3.049 -4.905
H11 1.553 -0.145 -5.744
H12 1.044 0.259 -4.134
C4 2.302 -4.431 -2.317
O8 2.444 -5.645 -2.648
N7 1.274 -3.640 -2.681
N8 3.181 -3.828 -1.660
H13 0.476 -3.783 -3.283
H14 1.175 -2.798 -2.133
H15 4.071 -4.270 -1.481
H16 3.057 -2.885 -1.321
C5 -4.087 -1.846 -5.914
O9 -5.141 -2.373 -6.104
N9 -3.091 -2.276 -5.197
N10 -3.663 -0.684 -6.294
H17 -3.106 -3.154 -4.697
H18 -2.241 -1.734 -5.142
H19 -4.247 -0.308 -7.027
H20 -2.686 -0.428 -6.291
C6 0.618 -2.492 6.688
O10 0.052 -3.191 7.516
N11 1.893 -2.458 6.479
N12 -0.056 -1.832 5.805
H21 2.291 -2.012 5.665
H22 2.567 -3.000 7.001
H23 0.402 -1.455 4.987
H24 -1.014 -1.586 6.010
C7 0.086 -5.845 2.252
O11 -0.437 -6.018 3.342
N13 0.578 -6.761 1.530
N14 0.362 -4.618 1.897
H25 0.408 -7.693 1.883
H26 1.208 -6.640 0.750
H27 -0.064 -3.865 2.418
H28 0.862 -4.459 1.034
C8 6.015 2.199 -2.259
O12 6.948 2.938 -2.609
N15 5.260 1.541 -3.042
N16 5.753 1.958 -0.980
H29 5.248 1.716 -4.037
H30 4.501 1.032 -2.611
H31 6.308 2.549 -0.377
H32 4.939 1.494 -0.604
C9 -4.870 3.748 -0.783
O13 -5.947 4.299 -0.585
N17 -4.852 2.708 -1.527
N18 -3.757 4.052 -0.122
H33 -4.068 2.080 -1.422
H34 -5.705 2.539 -2.040
H35 -3.918 4.526 0.754
H36 -2.955 3.546 -0.470
C10 -4.794 -2.853 -0.145
O14 -5.788 -3.209 0.583
N19 -3.617 -3.434 -0.152
N20 -4.765 -1.789 -0.906
H37 -2.827 -2.986 -0.593
H38 -3.470 -4.307 0.334
H39 -3.819 -1.578 -1.190
H40 -5.576 -1.225 -1.117
C11 2.979 5.947 -1.907
O15 3.612 6.922 -1.638
N21 2.611 5.100 -1.017
N22 2.672 5.724 -3.153
H41 2.127 4.237 -1.220
H42 2.889 5.342 -0.077
H43 1.960 5.014 -3.255
H44 3.060 6.310 -3.878
C12 -4.309 0.213 4.306
O16 -4.748 -0.701 4.953
N23 -4.533 1.440 4.559
N24 -3.398 0.125 3.372
H45 -4.060 2.228 4.139
H46 -5.293 1.702 5.170
H47 -3.122 -0.818 3.135
H48 -3.241 0.876 2.716

ΔE to the lowest compared entry with this formula, charge and spin: 9.343 eV
Max |F|: 9.9 eV/Å
E_LUMO: 3.31 eV
HOMO-LUMO gap: 7.0 eV
Net charge: -2
HOMO: -3.6966 eV